# 1
ORCA calculation (ωB97M-V/def2-TZVPD) on 3 unconnected molecules or ions with the total composition C19H40N7O10.

F_max	1.0	eV/Å
E_tot	-51241.919	eV

Geometry as ORCA input:
```
! RIJCOSX wB97M-V def2-TZVPD def2/J DEFGRID3
* xyz 1 1
O -4.645 2.967 -0.713
O 4.851 2.616 0.231
O 0.932 -2.831 -0.810
O -6.398 -2.795 1.725
O 2.061 0.946 -2.525
O -3.114 -2.895 0.635
O -4.581 -5.249 1.878
O 5.776 3.802 2.881
O -0.005 -0.901 -1.027
O 6.557 0.700 1.888
N -2.620 2.259 -1.698
N -2.752 0.121 -1.099
N 1.255 -1.746 -0.940
N -3.857 0.772 -0.625
N -4.450 3.880 1.567
N -0.844 0.824 -2.334
N 0.376 1.303 -5.818
C 6.373 5.075 3.004
C -7.728 -2.838 1.254
C 1.271 1.666 -3.457
C -2.009 1.051 -1.755
C 6.694 0.994 0.511
C -0.116 1.985 -2.911
C -4.541 3.457 0.511
C 6.256 2.405 0.200
C -3.708 2.037 -1.013
C -6.174 -3.636 2.849
C 4.196 2.617 1.490
C 4.468 3.829 2.352
C 1.355 0.936 -4.816
C -4.492 -4.891 0.516
C -0.404 -0.552 -2.333
C -4.784 -4.226 2.838
C 6.212 -0.639 2.155
C -3.194 -4.221 0.126
C -1.807 -2.503 1.005
H -7.750 -2.333 0.289
H -4.531 -5.837 -0.028
H -5.348 -4.291 0.198
H 6.111 0.288 -0.094
H -0.730 2.443 -3.687
H -4.642 -4.720 3.801
H -1.271 -1.182 -2.573
H -0.018 2.719 -2.107
H 5.940 -0.701 3.207
H 7.428 4.919 3.220
H -8.068 -3.869 1.113
H 6.780 3.123 0.833
H -4.030 -3.440 2.756
H 2.343 1.187 -5.213
H 0.220 2.298 -5.893
H 4.393 1.697 2.044
H 6.287 5.646 2.072
H 1.722 2.652 -3.636
H 3.129 2.635 1.248
H -6.284 -3.041 3.765
H -3.140 -4.191 -0.971
H 3.745 3.826 3.180
H -4.597 0.350 -0.080
H -0.501 0.807 -5.751
H -1.316 -3.253 1.633
H 5.354 -0.958 1.550
H 1.368 -0.145 -4.678
H -8.416 -2.326 1.935
H 6.542 2.607 -0.835
H -1.201 -2.318 0.118
H -2.352 -4.818 0.494
H 7.051 -1.319 1.968
H 7.751 0.899 0.228
H 0.364 -0.735 -3.077
H -1.897 -1.579 1.577
H 2.415 1.562 -1.871
H 4.308 4.738 1.761
H -2.584 -0.863 -0.931
H -6.910 -4.446 2.872
H 5.926 5.653 3.820
*
```

=====

# 2
ORCA calculation (ωB97M-V/def2-TZVPD) on 18 unconnected molecules or ions with the total composition C9H52NO18 in a non-equilibrium geometry.

F_max	6.2	eV/Å
E_tot	-48518.274	eV

Geometry as ORCA input:
```
! RIJCOSX wB97M-V def2-TZVPD def2/J DEFGRID3
* xyz 0 2
O -3.489 3.855 -0.134
O -1.694 5.386 2.188
O -6.150 12.801 0.270
O -3.392 13.235 2.348
O -1.468 8.457 5.568
O -9.023 5.482 0.861
O -3.687 6.933 -0.398
O -7.707 10.988 3.978
O -7.907 6.843 -1.145
O 2.108 11.381 1.999
O -9.182 7.833 2.850
O -8.460 11.728 1.356
O -5.822 6.987 5.612
O -0.740 13.241 0.808
O -2.944 7.413 -3.224
O -4.932 9.179 -2.268
O 1.209 10.941 -1.296
O -7.735 5.072 3.996
N -3.395 7.836 0.734
C -1.644 9.136 2.035
C -2.836 9.705 2.812
C -5.433 6.900 2.009
C -5.609 9.070 1.004
C -4.604 8.159 1.629
C -2.583 10.083 -0.211
C -4.044 8.753 2.947
C -2.161 8.740 0.600
C -0.828 8.213 -0.108
H -1.765 10.777 -0.405
H -5.621 6.084 5.367
H -0.164 9.065 -0.255
H 2.337 11.088 2.880
H -2.893 9.723 -1.192
H -1.240 8.363 2.689
H -5.278 12.851 -0.122
H -5.292 8.416 -1.816
H -1.373 8.869 4.709
H -1.051 7.885 -1.124
H 1.187 11.141 1.897
H -8.132 11.558 2.239
H -7.680 11.957 0.851
H -8.546 7.228 3.232
H -0.939 13.116 1.736
H -6.055 6.511 1.202
H -7.803 4.132 3.826
H -0.339 7.422 0.460
H -4.790 6.062 2.277
H 0.376 11.111 -0.856
H -0.764 9.778 2.000
H -4.059 13.921 2.378
H -3.714 7.899 3.540
H -6.124 7.180 2.804
H -6.750 12.869 -0.472
H -2.696 9.877 3.879
H -7.998 7.765 -0.908
H -3.378 10.640 0.286
H -9.528 8.321 3.598
H -2.768 7.213 -2.304
H -6.808 5.273 3.866
H -1.595 13.352 0.393
H -7.136 10.221 3.941
H -3.181 10.680 2.469
H -2.328 5.933 1.725
H -4.702 9.284 3.635
H -8.584 5.679 1.689
H -8.418 10.730 4.564
H -8.588 6.044 0.220
H -0.884 5.482 1.687
H -6.544 9.117 1.563
H -3.678 12.595 3.001
H -4.054 9.284 -1.900
H -3.727 7.963 -3.204
H 1.491 11.798 -1.616
H -5.242 10.072 0.782
H -4.970 7.376 5.812
H -5.907 8.673 0.034
H -3.568 4.804 -0.227
H -8.073 6.820 -2.088
H -2.142 8.974 6.009
H -2.805 3.609 -0.757
*
```